No. 1
The following is a quantum chemistry calculation of C20H34BrCdN4O6S as an isolated structure, from the OMol25 dataset.

The geometry in ORCA input format:
```
! RIJCOSX wB97M-V def2-TZVPD def2/J DEFGRID3
* xyz -1 1
Cd -0.266 0.314 0.129
Br 5.825 4.543 2.289
S 1.479 -2.513 -1.400
O -3.733 1.585 -2.097
O 0.745 0.240 -3.887
O 0.816 -0.210 -1.715
O 1.141 2.004 0.891
O 2.704 -2.090 -0.699
O 0.339 1.304 2.841
N -1.983 1.937 1.027
N -2.086 -1.336 1.069
N 0.956 -1.154 1.450
N -1.718 0.771 -1.360
C 2.540 4.299 4.800
C 0.180 -4.984 -1.403
C 3.163 -1.906 -3.551
C 1.687 3.447 4.121
C 3.765 4.635 4.247
C -3.188 1.846 0.221
C -2.880 1.368 -1.228
C 3.266 3.270 2.314
C -1.305 0.390 -2.690
C 1.088 2.002 2.138
C 2.039 2.942 2.875
C -0.718 -2.373 2.822
C 0.650 -2.400 2.135
C 4.373 -2.799 -3.301
C 1.848 -2.587 -3.222
C 0.218 0.153 -2.781
C 1.549 -4.390 -1.135
C 0.049 -6.417 -0.891
C -1.870 -2.553 1.834
C 4.113 4.105 3.016
H -2.743 -1.481 0.309
H -1.623 -3.363 1.141
H -0.571 -4.355 -0.915
H 1.789 -1.280 0.869
H -0.022 -4.963 -2.477
H -3.726 2.803 0.125
H 4.306 -3.725 -3.875
H 0.779 -7.066 -1.370
H -1.600 1.144 -3.431
H 1.034 -2.033 -3.686
H 1.824 -4.494 -0.085
H 1.825 -3.623 -3.556
H -0.946 -6.804 -1.098
H 3.532 2.870 1.348
H -0.752 -3.173 3.566
H -1.778 -0.562 -2.990
H -0.842 -1.415 3.327
H 0.736 3.158 4.544
H 1.144 -0.438 2.147
H 4.440 -3.044 -2.243
H -3.887 1.142 0.686
H -2.778 -2.863 2.384
H 1.414 -2.626 2.898
H 5.288 -2.282 -3.587
H 3.231 -1.014 -2.929
H -2.180 2.160 1.998
H 0.215 -6.456 0.185
H 0.660 -3.208 1.401
H 3.139 -1.583 -4.595
H -2.468 -0.613 1.669
H 4.448 5.287 4.768
H 2.261 4.702 5.765
H 2.330 -4.841 -1.743
H -1.396 2.678 0.654
*
```

Results
M	650.90	g/mol
F_max	2.903	eV/Å
LUMO level	2.457	eV
orbital gap	7.7	eV
energy above the lowest of the compared OMol25 structures with the same formula, charge and spin	5.85	kcal per mole


No. 2
The following is a quantum chemistry calculation of a 2-piece molecular cluster, CHF3N2 overall, from the OMol25 dataset.

The geometry in ORCA input format:
```
! RIJCOSX wB97M-V def2-TZVPD def2/J DEFGRID3
* xyz 0 1
F -1.975 -0.103 -1.802
F 1.694 -0.614 1.754
F 0.992 -1.361 -0.180
N 1.569 -0.271 0.359
N -0.844 -0.042 -0.837
C -0.710 0.754 0.018
H -0.727 1.638 0.688
*
```

Results
M	98.03	g/mol
F_max	3.327	eV/Å
LUMO level	-2.654	eV
orbital gap	6.6	eV
energy above the lowest of the compared OMol25 structures with the same formula, charge and spin	259.77	kcal per mole


No. 3
The following is a quantum chemistry calculation of one molecule with the formula C4H13N3O, from the OMol25 dataset.

The geometry in ORCA input format:
```
! RIJCOSX wB97M-V def2-TZVPD def2/J DEFGRID3
* xyz 0 1
O -1.901 0.543 -2.370
N 1.810 -0.976 0.075
N 0.878 -0.571 1.084
N 0.351 1.296 -0.545
C -0.939 -0.797 -0.391
C 1.511 0.253 2.092
C -2.271 -0.158 -1.213
C -0.324 0.369 0.275
H 0.532 2.188 -0.105
H 2.268 -0.328 2.636
H 2.575 -0.313 -0.080
H -2.849 0.531 -0.596
H -2.889 -1.031 -1.457
H -0.295 -1.234 -1.148
H 2.005 1.149 1.675
H 0.235 1.097 -1.541
H -1.331 -1.520 0.316
H -0.981 0.808 1.038
H -1.374 -0.040 -2.929
H 2.230 -1.851 0.375
H 0.759 0.585 2.808
*
```

Results
M	119.17	g/mol
F_max	5.143	eV/Å
LUMO level	1.015	eV
SMILES	CN(N)[C@@H](N)CCO
orbital gap	9.2	eV
energy above the lowest of the compared OMol25 structures with the same formula, charge and spin	80.62	kcal per mole


No. 4
The following is a quantum chemistry calculation of a 2-piece molecular cluster, C3H6NO overall, from the OMol25 dataset.

The geometry in ORCA input format:
```
! RIJCOSX wB97M-V def2-TZVPD def2/J DEFGRID3
* xyz 1 1
O 1.923 0.529 0.978
N -0.891 1.163 -0.385
C 0.825 -1.309 0.891
C 1.668 -0.455 0.038
C 0.627 0.208 1.146
H -0.932 2.187 -0.128
H -1.824 0.901 0.051
H 1.277 -1.568 1.824
H 1.778 -0.335 -0.981
H -0.949 1.179 -1.319
H 0.007 -1.899 0.671
*
```

Results
M	72.09	g/mol
F_max	6.450	eV/Å
LUMO level	-6.352	eV
orbital gap	8.7	eV
energy above the lowest of the compared OMol25 structures with the same formula, charge and spin	121.44	kcal per mole


No. 5
The following is a quantum chemistry calculation of a 10-piece molecular cluster, C38H78N2O10 overall, from the OMol25 dataset.

The geometry in ORCA input format:
```
! RIJCOSX wB97M-V def2-TZVPD def2/J DEFGRID3
* xyz 0 1
O 5.325 -1.910 0.850
O -0.877 4.021 -1.760
O -4.911 -4.077 -2.492
O 3.201 1.937 -0.573
O -4.667 1.372 6.437
O 1.575 -0.996 5.289
O -5.387 3.739 -0.225
O 0.343 -3.122 -0.944
O -1.230 0.825 -0.519
O 0.706 -2.496 -4.952
N -0.272 3.998 -3.897
N 2.917 -1.400 3.566
C -4.264 -5.030 -1.692
C 2.147 -1.790 4.580
C 0.101 -1.216 -4.495
C -1.108 1.668 0.669
C 1.776 -3.173 -0.904
C 3.320 3.302 -0.422
C 4.931 -0.906 -0.133
C 0.122 1.003 1.363
C -0.245 -4.098 -0.184
C 1.293 -1.010 -6.543
C 1.966 -3.269 4.717
C -4.163 4.139 0.348
C -3.998 -2.821 -0.682
C -4.650 0.002 6.470
C -5.028 -2.829 -1.847
C 2.933 1.596 -1.914
C 6.278 -0.333 -0.588
C 0.721 5.720 -2.427
C 0.389 -0.377 0.700
C 3.067 -0.005 3.292
C -3.585 -0.423 5.405
C -0.189 4.510 -2.667
C -4.074 -4.353 -0.327
C -6.366 3.536 0.852
C 4.085 3.719 -1.620
C 7.310 -1.388 -0.257
C 3.390 2.879 -2.682
C 0.823 -4.309 0.887
C 1.019 -2.460 -6.284
C 6.791 -1.857 1.022
C -5.517 3.040 1.967
C -2.706 0.834 5.258
C 2.116 -3.719 0.468
C -1.306 3.030 -4.253
C -4.306 3.857 1.882
C -3.314 1.865 6.119
C 0.170 -0.337 -5.692
C -0.798 -0.508 -0.235
H -5.374 1.964 1.875
H 3.645 0.856 -2.278
H -0.407 -0.926 -1.163
H 2.511 3.380 -3.088
H -6.089 3.077 2.894
H -6.016 -2.702 -1.405
H -0.691 -4.901 -0.771
H 5.098 3.376 -1.411
H 2.340 3.781 -0.416
H -1.806 2.474 -3.460
H -3.245 -5.202 -2.039
H 2.902 0.567 4.205
H -4.940 -5.880 -1.602
H 1.495 5.408 -1.726
H 1.926 1.403 -2.284
H -0.904 -1.463 -4.153
H 6.247 -0.053 -1.641
H 4.407 -1.583 -0.809
H 0.923 -3.586 4.730
H -4.026 5.218 0.269
H -4.129 -0.730 4.512
H -3.230 -1.374 5.801
H -0.251 0.938 2.385
H 1.305 -1.045 -7.633
H -4.530 4.783 2.411
H -3.429 2.807 5.583
H 0.793 -5.387 1.050
H 7.120 -2.858 1.302
H -2.932 -2.671 -0.854
H -4.872 -4.506 0.401
H -3.387 3.490 -0.057
H 8.280 -0.958 -0.007
H 3.290 -2.138 2.986
H -1.686 0.601 5.563
H 2.220 -2.194 -1.081
H 3.044 -4.287 0.529
H 3.740 3.434 0.575
H -0.978 2.242 -4.931
H 0.457 -3.908 1.833
H -2.226 3.306 -4.769
H 2.398 -3.841 3.895
H 3.923 4.797 -1.593
H 0.142 6.591 -2.117
H -2.821 1.995 7.082
H 2.449 -2.920 1.130
H -4.228 -2.141 0.138
H 4.016 2.613 -3.534
H -5.573 -0.517 6.216
H 7.025 -1.205 1.864
H -2.030 1.631 1.250
H -0.961 2.692 0.326
H 1.287 -0.171 0.118
H 6.498 0.575 -0.027
H 4.191 -0.178 0.200
H -1.530 -1.234 0.117
H 2.329 -3.693 5.653
H 7.389 -2.236 -0.937
H -3.151 -4.729 0.114
H 0.324 4.381 -4.617
H 0.600 -1.209 1.372
H -3.490 3.349 2.396
H 2.162 -3.826 -1.687
H 1.899 -3.100 -6.350
H -4.413 -0.330 7.481
H -1.084 -3.615 0.318
H 1.097 5.952 -3.423
H 2.292 -0.617 -6.353
H 0.507 0.629 -5.317
H -4.816 -1.957 -2.465
H 0.688 -0.768 -3.694
H 2.462 0.623 2.637
H -0.756 -0.432 -6.260
H 4.112 0.307 3.309
H -2.509 1.160 4.237
H 0.178 -2.879 -6.837
H -6.770 4.497 1.172
H 1.007 1.640 1.369
H -7.288 3.035 0.558
*
```

Results
M	723.05	g/mol
F_max	3.720	eV/Å
LUMO level	0.450	eV
SMILES	CNC(C)=O.CNC(C)=O.C1CCOC1.C1CCOC1.C1CCOC1.C1CCOC1.C1CCOC1.C1CCOC1.C1CCOC1.C1CCOC1
orbital gap	9.6	eV
energy above the lowest of the compared OMol25 structures with the same formula, charge and spin	111.18	kcal per mole


No. 6
The following is a quantum chemistry calculation of a 2-piece molecular cluster, C11H20NOS2 overall, from the OMol25 dataset.

The geometry in ORCA input format:
```
! RIJCOSX wB97M-V def2-TZVPD def2/J DEFGRID3
* xyz 1 1
S 2.661 2.295 -1.810
S 1.616 3.184 0.741
O -3.221 -4.494 1.610
N -1.675 -2.281 0.734
C 0.154 -1.154 -0.414
C -1.814 -4.691 1.483
C -3.522 -3.210 2.160
C -1.117 -1.212 0.099
C 1.363 2.414 -0.725
C 3.303 4.881 -0.805
C -1.138 -3.634 0.583
C 3.105 4.051 -2.061
C 0.648 -0.432 -1.583
C 2.104 4.843 0.125
C -3.072 -2.108 1.201
H 3.437 5.921 -1.125
H -1.757 -5.692 1.027
H 0.894 -1.851 0.011
H -0.066 -3.620 0.794
H 1.080 0.504 -1.249
H -0.095 -0.181 -2.359
H -4.621 -3.193 2.240
H 4.223 4.594 -0.280
H 4.062 3.965 -2.588
H 1.509 -0.912 -2.040
H -3.124 -1.131 1.696
H -3.041 -3.053 3.148
H -1.782 -0.350 0.043
H -3.763 -2.113 0.335
H 0.325 2.220 -1.027
H -1.340 -4.695 2.485
H 1.230 5.308 -0.347
H -1.263 -4.015 -0.447
H 2.343 4.496 -2.712
H 2.355 5.347 1.061
*
```

Results
M	246.42	g/mol
F_max	1.725	eV/Å
LUMO level	-6.376	eV
orbital gap	3.9	eV
energy above the lowest of the compared OMol25 structures with the same formula, charge and spin	43.71	kcal per mole


No. 7
The following is a quantum chemistry calculation of an isolated ion of composition C3H10N6 and charge +2, from the OMol25 dataset.

The geometry in ORCA input format:
```
! RIJCOSX wB97M-V def2-TZVPD def2/J DEFGRID3
* xyz 2 1
N -0.718 0.648 -0.430
N -0.302 -1.977 -0.376
N 0.625 0.329 -0.208
N -1.555 -1.467 0.106
N -2.875 0.535 0.106
N 2.135 -1.373 0.137
C 1.309 1.647 -0.154
C 0.949 -0.911 -0.074
C -1.774 -0.156 -0.063
H -3.621 0.188 0.699
H -2.966 1.503 -0.191
H 2.910 -0.943 0.605
H 1.348 1.966 -1.242
H -1.057 1.462 -0.905
H 2.408 1.472 0.198
H -2.162 -2.268 0.023
H 0.893 2.202 0.631
H 2.424 -2.164 -0.422
H -0.181 -2.840 0.057
*
```

Results
M	130.16	g/mol
F_max	6.118	eV/Å
LUMO level	-7.988	eV
SMILES	CN1NC(=[NH2+])NNC1=[NH2+]
orbital gap	10.3	eV
energy above the lowest of the compared OMol25 structures with the same formula, charge and spin	23.40	kcal per mole


No. 8
The following is a quantum chemistry calculation of a 3-piece molecular cluster, C23H42FN2O overall, from the OMol25 dataset.

The geometry in ORCA input format:
```
! RIJCOSX wB97M-V def2-TZVPD def2/J DEFGRID3
* xyz 1 1
F 0.637 2.719 -3.332
O 1.694 4.713 -2.824
N 2.742 -0.556 0.377
N 5.256 2.573 -2.482
C 3.474 1.015 -3.791
C 1.913 3.065 -0.992
C 5.065 2.648 -5.056
C 3.535 -0.521 -0.936
C -5.262 1.580 1.460
C -4.454 0.488 0.773
C 5.708 3.106 -3.725
C -3.148 -3.217 4.308
C -0.541 -2.695 1.643
C -2.943 0.687 0.897
C 1.406 3.548 -2.450
C 0.086 -3.793 0.797
C -2.342 -4.313 3.624
C 1.777 0.627 0.360
C 3.678 1.074 -1.129
C 2.106 1.468 -0.984
C -0.266 -2.856 3.141
C -2.698 2.113 -1.246
C 3.933 1.566 -5.206
C -2.401 1.965 0.249
C -2.071 1.014 -2.091
C 4.205 1.622 -2.571
C -0.830 -4.132 3.771
H -4.716 -0.475 1.224
H -2.621 -4.368 2.567
H 3.371 -0.288 1.170
H 6.530 3.907 -3.762
H 2.371 -1.473 0.691
H 1.437 0.967 -1.775
H -0.120 -3.614 -0.262
H 0.754 0.161 0.100
H 2.938 3.549 -0.802
H 5.452 3.143 -6.023
H 2.625 0.237 -3.715
H -5.075 2.562 1.017
H 1.171 -3.817 0.933
H 4.409 1.359 -0.297
H -2.922 -3.177 5.377
H -0.660 -1.981 3.667
H -2.436 -0.184 0.470
H 3.479 1.233 -6.196
H -0.328 -5.005 3.345
H -2.291 1.181 -3.149
H -2.459 0.028 -1.826
H -0.576 -4.129 4.837
H -2.673 0.702 1.960
H -1.313 1.993 0.398
H -0.984 1.004 -1.968
H 1.819 1.319 1.282
H 2.915 -1.134 -1.678
H -6.332 1.375 1.365
H 0.819 -2.841 3.305
H -2.797 2.840 0.774
H -0.138 -1.728 1.318
H -1.619 -2.655 1.457
H -4.218 -3.409 4.196
H -2.621 -5.276 4.065
H -5.022 1.630 2.526
H -3.778 2.141 -1.419
H -2.309 3.080 -1.583
H -2.943 -2.234 3.875
H -0.315 -4.777 1.049
H 4.454 -1.148 -0.672
H -4.747 0.422 -0.280
H 1.211 3.374 -0.144
*
```

Results
M	381.60	g/mol
F_max	6.296	eV/Å
LUMO level	-3.211	eV
orbital gap	8.8	eV


No. 9
The following is a quantum chemistry calculation of a 6-piece molecular cluster, C16H25Cl10NO2 overall, from the OMol25 dataset.

The geometry in ORCA input format:
```
! RIJCOSX wB97M-V def2-TZVPD def2/J DEFGRID3
* xyz 0 1
Cl -0.427 -1.005 2.207
Cl 3.227 0.511 3.621
Cl -0.379 -1.196 -2.485
Cl 5.164 -6.403 -0.910
Cl -4.396 -2.253 4.041
Cl 3.660 2.227 0.799
Cl 1.287 -2.958 0.264
Cl -2.305 -2.600 -4.962
Cl 2.499 -4.548 -2.637
Cl -4.919 -0.260 6.645
O -0.948 2.017 -1.278
O -0.684 3.278 0.505
N -1.169 3.057 -0.636
C 4.857 0.847 2.875
C -3.386 4.727 -3.166
C 0.589 -0.410 0.908
C -2.550 3.853 -2.535
C -0.889 -1.596 -5.178
C -3.901 5.768 -2.401
C 3.595 -7.006 -1.522
C -3.313 -0.857 6.191
C 2.562 -5.822 -1.376
C -0.810 -0.498 -4.101
C -2.617 5.088 -0.467
C 1.827 -1.381 0.753
C 4.873 2.197 2.217
C -3.114 -1.110 4.725
C -3.511 5.964 -1.075
C -2.134 4.027 -1.217
H -4.528 6.553 -2.799
H 2.515 -0.989 0.005
H 5.701 0.808 3.563
H -2.448 5.244 0.588
H -2.138 3.027 -3.094
H -3.709 4.644 -4.194
H 2.778 -5.335 -0.425
H 3.698 -7.243 -2.581
H 1.543 -6.195 -1.279
H -1.800 -0.043 -4.092
H -0.101 0.280 -4.382
H -4.070 6.720 -0.542
H -2.533 -0.219 6.607
H 4.641 2.924 2.995
H -0.025 -0.453 0.008
H -0.965 -1.194 -6.189
H 3.263 -7.916 -1.022
H 0.826 0.629 1.138
H 5.930 2.235 1.956
H -2.126 -1.485 4.460
H -3.274 -0.205 4.138
H 2.340 -1.464 1.711
H 5.059 0.145 2.067
H -3.201 -1.820 6.688
H -0.065 -2.308 -5.133
*
```

Results
M	617.91	g/mol
F_max	2.996	eV/Å
LUMO level	-0.864	eV
SMILES	O=[N+]([O-])c1ccccc1.ClCCCl.ClCCCl.ClCCCl.ClCCCl.ClCCCl
orbital gap	9.3	eV
energy above the lowest of the compared OMol25 structures with the same formula, charge and spin	17.93	kcal per mole


| no. | total energy (eV) |
| --- | --- |
| 1 | -124983.6593 |
| 2 | -12175.5204 |
| 3 | -10874.1817 |
| 4 | -6732.7110 |
| 5 | -64118.6742 |
| 6 | -36928.5699 |
| 7 | -12193.5629 |
| 8 | -32266.5309 |
| 9 | -147804.0399 |